A molecular structure, C28H38CrN4O5 in a non-equilibrium geometry, computed with ωB97M-V/def2-TZVPD.

Molecular weight (g/mol): 562.6
Net charge: +1
E_HOMO (alpha / beta) (Eh): -0.40140 / -0.39393
Relative energy (zero: lowest compared OMol25 entry of this formula, charge and spin) (eV): 0.000
Expectation value of S²: 0.792
HOMO-LUMO gap (alpha / beta) (Ha): 0.2936 / 0.2888
Strongest force on any atom (eV Å⁻¹): 1.95
Multiplicity: 2
E_LUMO (alpha / beta) (eV): -2.9328 / -2.8599

Geometry as XYZ:
```
76
C28H38CrN4O5 ωB97M-V/def2-TZVPD
Cr 0.3886 -0.5252 0.4364
C 4.4050 2.4382 -2.4770
N 3.4163 1.3882 -2.3900
C 3.5745 0.3694 -3.4092
C 2.4390 1.2811 -1.4867
O 1.6084 0.3728 -1.5054
C 2.3517 2.3328 -0.3686
O 1.1326 2.2096 0.3313
C 0.0240 2.8850 -0.2262
C -1.1292 1.9194 -0.5014
O -1.0543 0.7215 -0.1783
N -2.2539 2.4146 -1.0390
C -2.5162 3.8131 -1.2868
C -3.3791 1.5194 -1.2189
H 4.3355 2.9124 -3.4595
H 5.4052 2.0126 -2.3811
H 4.2780 3.1962 -1.7128
H 3.5438 0.8297 -4.3966
H 2.7693 -0.3540 -3.3260
H 4.5344 -0.1334 -3.2884
H 2.4714 3.3599 -0.7345
H 3.1334 2.1213 0.3689
H 0.3015 3.4197 -1.1441
H -0.3207 3.6081 0.5284
H -1.5990 4.3704 -1.4488
H -3.0475 4.2630 -0.4436
H -3.1447 3.9086 -2.1735
H -3.0014 0.5121 -1.3774
H -3.9635 1.8275 -2.0816
H -4.0241 1.5266 -0.3387
O 3.9891 -1.6109 1.6191
C 2.8251 -1.2631 1.5868
O 1.9508 -1.5849 0.7058
C 2.2314 -0.3489 2.6335
C 2.8756 -0.1421 3.8606
C 2.2668 0.6371 4.8066
C 1.0076 1.2011 4.5135
C 0.3020 1.9729 5.4605
C -0.9168 2.5112 5.1512
C -1.4707 2.2969 3.8818
C -0.8181 1.5346 2.9489
C 0.4335 0.9563 3.2314
N 1.0549 0.1743 2.3056
H 3.8318 -0.6200 4.0133
H 2.7196 0.8086 5.7722
H 0.7469 2.1234 6.4329
H -1.4611 3.0893 5.8826
H -2.4343 2.7298 3.6546
H -1.2541 1.3423 1.9833
N 0.1548 -2.1496 -1.2196
C -0.3141 -2.6384 -2.4739
C -1.6724 -2.7964 -2.7282
C -2.0984 -3.4078 -3.8934
C -1.1776 -3.8660 -4.8204
C 0.1759 -3.6904 -4.5860
C 0.6040 -3.0739 -3.4238
H 1.1635 -2.2944 -1.1908
H -0.2604 -2.7335 -0.4957
H -2.3979 -2.4628 -2.0018
H -3.1555 -3.5528 -4.0675
H -1.5125 -4.3673 -5.7156
H 0.9003 -4.0670 -5.2923
H 1.6624 -2.9656 -3.2330
C -2.1246 -3.7372 0.8007
C -2.2040 -2.2111 0.9414
C -3.5018 -1.8526 1.6713
C -0.9762 -1.6240 1.6392
H -2.8049 -4.0934 0.0303
H -2.4042 -4.2109 1.7389
H -1.1220 -4.0877 0.5556
H -2.2822 -1.7561 -0.0535
H -3.4855 -2.2215 2.6940
H -4.3508 -2.3027 1.1615
H -3.6410 -0.7741 1.6908
H -0.4156 -2.4239 2.1254
H -1.3186 -0.9648 2.4344
```

These are the Mulliken partial charges, in e, on atoms 1 to 8:
1 Cr 1.063
2 C -0.979
3 N 0.116
4 C -0.996
5 C 0.972
6 O -0.694
7 C -1.587
8 O -0.162